Record 1
Below is C36H54BF2P3ScSi as an isolated structure, with properties calculated with ωB97M-V with the def2-TZVPD basis set.

Output
highest occupied orbital energy	-0.3619	hartree
E_LUMO	-2.575	eV
total charge	+1
energy relative to the best compared isomer or geometry (same formula, charge and spin)	1.1	kcal/mol
max |F|	0.019	Eh/bohr

Atoms and positions in Å:
1 Sc -0.18 -0.78 -0.36
2 P 2.58 -0.16 -0.13
3 P -1.80 -1.34 1.78
4 P -1.41 1.58 -1.25
5 Si 0.18 1.09 1.49
6 F 0.32 -2.82 -0.19
7 F -0.51 -3.95 -2.00
8 C -1.24 1.56 -3.08
9 C 1.17 3.77 1.02
10 C -4.30 -1.10 0.60
11 C -1.76 -3.05 4.03
12 C 2.88 0.26 1.63
13 C -2.08 0.10 2.87
14 C -1.43 2.30 3.58
15 C 3.34 1.23 -1.08
16 C 1.34 4.93 0.29
17 C -0.95 -2.60 2.82
18 C 0.44 -2.10 3.23
19 C 4.13 0.09 2.24
20 C -3.33 2.57 0.51
21 C 3.27 0.95 4.31
22 C 1.82 0.83 2.36
23 C -3.55 3.31 -1.87
24 C -1.19 1.19 2.77
25 C -2.27 0.60 -3.69
26 C -0.32 2.91 -0.66
27 C 3.41 -1.76 -0.52
28 C -0.14 4.09 -1.39
29 C -3.45 -2.06 1.43
30 C 4.31 0.41 3.57
31 C -3.15 0.14 3.76
32 C 4.58 1.84 -0.45
33 C 0.17 1.14 -3.46
34 C 0.69 5.09 -0.92
35 C 0.33 2.74 0.57
36 C 3.60 0.85 -2.54
37 C -2.50 2.35 4.45
38 C 2.04 1.17 3.70
39 C -3.31 -3.41 0.72
40 C 2.97 -2.28 -1.90
41 C 4.93 -1.88 -0.42
42 C -3.14 2.17 -0.95
43 C -3.36 1.26 4.55
44 B -0.43 -2.77 -1.48
45 H -2.14 0.55 -4.77
46 H 0.38 0.11 -3.13
47 H 0.36 -1.22 3.87
48 H 3.41 1.21 5.35
49 H 4.39 2.24 0.54
50 H -5.24 -1.57 0.33
51 H -3.77 1.30 -1.16
52 H -3.49 3.06 -2.93
53 H -2.14 -0.41 -3.30
54 H 2.98 -3.37 -1.91
55 H 0.82 6.00 -1.50
56 H 4.92 2.66 -1.08
57 H 5.28 0.26 4.04
58 H 3.66 -1.93 -2.68
59 H 2.54 1.99 -1.05
60 H -4.38 2.80 0.69
61 H -1.20 -3.81 4.58
62 H -0.77 3.17 3.50
63 H -4.51 -0.17 1.13
64 H -3.84 -0.69 3.84
65 H -1.43 2.56 -3.46
66 H 1.97 -1.95 -2.20
67 H 2.77 0.33 -3.02
68 H 5.43 -1.16 -1.07
69 H 5.23 -2.87 -0.76
70 H 4.48 0.21 -2.62
71 H -0.64 4.22 -2.35
72 H 0.93 1.80 -3.02
73 H 2.96 -2.43 0.23
74 H -2.74 -4.13 1.30
75 H -4.59 3.58 -1.66
76 H 4.97 -0.29 1.68
77 H -1.93 -2.22 4.71
78 H -4.20 1.29 5.23
79 H 1.71 3.65 1.96
80 H -4.29 -3.83 0.53
81 H -3.78 -0.85 -0.34
82 H -0.81 -3.45 2.14
83 H -2.67 3.23 5.06
84 H 0.31 1.15 -4.54
85 H -3.94 -2.23 2.39
86 H 5.40 1.12 -0.38
87 H 0.96 -2.88 3.79
88 H -2.75 3.47 0.74
89 H 1.06 -1.83 2.38
90 H 3.81 1.75 -3.12
91 H -3.30 0.91 -3.49
92 H -3.03 1.80 1.21
93 H -2.72 -3.48 3.76
94 H 1.23 1.60 4.28
95 H 1.99 5.71 0.66
96 H -2.94 4.20 -1.69
97 H 5.32 -1.76 0.58
98 H -2.82 -3.28 -0.25

---

Record 2
Below is C36H54Cl2CsN5O8S6 as an isolated structure, with properties calculated with ωB97M-V with the def2-TZVPD basis set.

Output
highest occupied orbital energy	-0.0785	hartree
E_LUMO	3.334	eV
total charge	-2
energy relative to the best compared isomer or geometry (same formula, charge and spin)	0.0	kcal/mol
max |F|	0.029	Eh/bohr

Atoms and positions in Å:
1 Cs 0.40 -1.68 1.00
2 Cl -2.53 -3.68 1.94
3 Cl -4.11 -6.16 1.89
4 S -1.86 -0.75 4.14
5 S 0.63 1.35 3.04
6 S -1.33 3.44 1.17
7 S -3.24 0.75 1.18
8 S 0.63 -0.05 -3.63
9 S 4.22 -1.37 -0.04
10 O 3.34 -0.91 4.66
11 O -3.21 2.78 -1.86
12 O -3.01 -3.50 -2.79
13 O 0.85 -4.41 0.66
14 O 2.74 -1.23 -0.11
15 O 0.20 -0.57 -2.30
16 O 1.98 -1.92 3.18
17 O -1.84 -2.71 -1.00
18 N 1.34 -5.00 2.79
19 N -0.80 -3.76 -2.74
20 N 3.94 -4.46 -1.23
21 N 0.51 -3.50 -2.34
22 N 4.75 -6.02 2.80
23 C 3.10 -1.55 3.63
24 C 0.82 3.83 -4.70
25 C 4.84 -1.17 -1.73
26 C -3.48 0.04 3.92
27 C 6.17 0.36 0.88
28 C 3.99 -5.58 2.04
29 C -3.97 2.85 -4.12
30 C -4.23 -3.02 -2.22
31 C 0.47 0.64 4.69
32 C -0.98 0.49 5.14
33 C 0.30 3.11 3.35
34 C 6.61 1.53 1.47
35 C 3.53 -4.73 -0.18
36 C 0.48 1.73 -3.61
37 C 0.99 2.46 -4.68
38 C -4.05 -0.18 2.51
39 C -3.12 3.55 1.02
40 C 4.81 0.17 0.66
41 C -0.43 3.72 -2.64
42 C 0.11 4.46 -3.67
43 C 3.14 0.61 -2.56
44 C -2.96 -5.15 2.80
45 C -1.11 3.56 2.96
46 C -1.87 -3.26 -2.08
47 C 4.34 2.29 1.66
48 C 3.89 1.12 1.05
49 C -3.34 0.69 -3.05
50 C -3.94 2.09 -2.78
51 C 3.07 -5.06 1.11
52 C 4.61 0.18 -2.40
53 C -5.39 1.88 -2.30
54 C -3.92 2.38 1.58
55 C 1.71 -4.80 1.47
56 C 5.69 2.50 1.86
57 C -0.24 2.33 -2.60
58 C 2.44 -0.18 -3.66
59 H 7.67 1.68 1.65
60 H -3.37 1.11 4.11
61 H -3.96 -1.23 2.24
62 H -3.43 -4.88 3.74
63 H -0.70 1.76 -1.81
64 H -1.85 2.93 3.46
65 H -3.47 4.47 1.49
66 H -4.64 2.41 -4.87
67 H 6.88 -0.42 0.62
68 H 0.57 -2.50 -2.15
69 H -4.60 -2.20 -2.83
70 H -4.01 2.45 2.67
71 H 1.04 3.70 2.81
72 H 0.47 3.29 4.42
73 H -4.93 2.45 1.16
74 H -2.29 0.79 -3.35
75 H 2.60 0.47 -1.63
76 H 3.61 3.03 1.99
77 H 3.98 -1.81 2.98
78 H -5.11 0.05 2.52
79 H 0.70 -4.00 -1.47
80 H 1.52 1.97 -5.49
81 H 2.09 -4.87 3.45
82 H 5.07 0.13 -3.39
83 H -4.19 -0.35 4.66
84 H -0.94 -4.06 -3.69
85 H 5.15 0.95 -1.85
86 H -3.30 3.56 -0.08
87 H -1.51 1.44 5.05
88 H -2.06 -5.73 2.96
89 H -1.28 4.59 3.28
90 H -5.99 1.27 -2.98
91 H -4.28 3.88 -3.93
92 H 1.22 4.42 -5.52
93 H -4.06 -2.67 -1.21
94 H 2.76 0.12 -4.66
95 H 5.90 -1.41 -1.67
96 H 0.97 -0.33 4.61
97 H 4.36 -2.01 -2.24
98 H -5.88 2.86 -2.19
99 H -2.96 2.88 -4.54
100 H -3.87 0.15 -3.84
101 H -1.01 0.20 6.20
102 H -5.36 1.39 -1.32
103 H -4.94 -3.84 -2.23
104 H -1.05 4.16 -1.88
105 H 3.12 1.67 -2.81
106 H -3.36 0.10 -2.13
107 H -0.05 5.53 -3.70
108 H 2.60 -1.25 -3.56
109 H 6.04 3.41 2.33
110 H 2.83 0.93 0.92
111 H 0.54 -4.43 3.03
112 H 1.04 1.23 5.40